--- one ---
C2H5FIN | wB97M-V/def2-TZVPD

Its HOMO-LUMO gap is 6.43 eV. As for the HOMO energy: -7.5 eV.

Atoms and positions in Å:
1 C 0.13 0.38 0.27
2 C 0.02 -1.48 -1.33
3 N -0.26 -0.26 -0.97
4 F -0.60 -1.82 -2.43
5 I 3.32 -1.22 -0.25
6 H -0.47 0.00 1.20
7 H 1.28 0.20 0.31
8 H -0.25 1.37 0.09
9 H 0.55 -2.24 -0.72
10 H -0.79 0.23 -1.72

In elementary charge units, the Löwdin charges are: -0.1009 -0.1407 0.0124 0.1254 -0.3131 0.1355 -0.0699 0.0742 0.0903 0.1867


--- two ---
C2H5FIN | wB97M-V/def2-TZVPD

Its HOMO-LUMO gap is 9.87 eV. As for the HOMO energy: -9.5 eV. The SMILES is C[C@@](N)(F)I.

Atoms and positions in Å:
1 C 0.38 -0.82 0.46
2 C -0.34 0.41 0.95
3 N -0.23 1.57 -0.16
4 F -1.67 0.12 1.25
5 I 0.78 1.32 2.61
6 H -0.34 -1.32 -0.29
7 H 1.22 -0.27 0.14
8 H 0.50 -1.67 1.12
9 H -0.35 1.05 -1.00
10 H -1.01 2.17 0.07

In elementary charge units, the Löwdin charges are: -0.1291 -0.9025 0.0063 -0.0690 0.7667 0.1191 0.0472 0.0739 0.0336 0.0537


--- three ---
C2H5FIN | wB97M-V/def2-TZVPD

Its HOMO-LUMO gap is 10.17 eV. As for the HOMO energy: -10.5 eV. The SMILES is [H]/N=C(/C)I.F.

Atoms and positions in Å:
1 H -0.50 -1.82 -0.04
2 N 0.06 -1.00 0.05
3 C -0.67 -0.02 0.06
4 C -0.13 1.33 0.01
5 I -2.89 -0.02 -0.07
6 H -0.28 1.87 0.97
7 H 0.95 1.14 -0.10
8 H -0.66 1.84 -0.74
9 F 2.55 -1.88 -0.07
10 H 1.58 -1.44 -0.08

In elementary charge units, the Löwdin charges are: 0.0726 0.0813 -0.8013 -0.1378 0.7309 0.1012 0.1019 0.0405 -0.2484 0.0592


Referenced to the most stable arrangement, the calculated values in hartree are one 0.0446; two 0.0177; three 0.0000.


--- one ---
C3H8FN | wB97M-V/def2-TZVPD

Its HOMO-LUMO gap is 9.87 eV. As for the HOMO energy: -9.0 eV.

Atoms and positions in Å:
1 C 1.67 -0.30 -0.10
2 C -0.49 0.40 0.39
3 C -1.65 0.31 -0.25
4 H 2.74 -0.68 -0.76
5 H 1.69 0.83 -0.27
6 H 1.97 -0.73 1.05
7 H 0.13 -1.81 0.41
8 H -0.40 1.07 1.45
9 H 0.27 1.28 -0.46
10 H -1.24 0.31 -1.37
11 H -2.70 1.02 -0.06
12 N 0.21 -0.78 -0.09
13 F -2.19 -0.92 0.05

In elementary charge units, the Löwdin charges are: -0.1810 -0.3734 -0.3633 0.1284 0.0306 0.1121 0.1899 0.1798 0.1816 0.1465 0.1854 -0.1641 -0.0725


--- two ---
C3H8FN | wB97M-V/def2-TZVPD

Its HOMO-LUMO gap is 11.76 eV. As for the HOMO energy: -11.1 eV. The SMILES is [H]/N=C(/C)F.C.

Atoms and positions in Å:
1 H -0.68 -1.33 1.68
2 N -0.75 -0.39 1.26
3 C -1.40 -0.34 0.19
4 C -1.08 0.84 -0.68
5 F -1.59 -1.52 -0.53
6 H -0.57 1.35 0.12
7 H -0.49 0.77 -1.68
8 H -2.04 1.38 -0.95
9 C 1.70 -0.13 0.18
10 H 2.47 -0.69 0.63
11 H 2.17 0.74 -0.38
12 H 1.22 -0.71 -0.60
13 H 1.04 0.02 0.75

In elementary charge units, the Löwdin charges are: 0.1023 0.1282 -0.4322 -0.0477 -0.0012 0.0603 0.1279 0.0873 -0.0111 0.0238 0.0753 0.0391 -0.1519


--- three ---
C3H8FN | wB97M-V/def2-TZVPD

Its HOMO-LUMO gap is 10.35 eV. As for the HOMO energy: -9.1 eV. The SMILES is C[C@@H](F)CN.

Atoms and positions in Å:
1 C -1.52 -0.76 -0.01
2 C -0.53 0.43 -0.33
3 F -0.98 1.64 0.03
4 C 0.73 0.22 0.53
5 N 2.05 0.08 -0.11
6 H -1.64 -0.89 1.05
7 H -2.52 -0.44 -0.15
8 H -1.27 -1.69 -0.50
9 H -0.31 0.63 -1.43
10 H 0.64 -0.74 0.93
11 H 0.73 1.02 1.26
12 H 2.53 0.94 -0.29
13 H 2.09 -0.45 -0.99

In elementary charge units, the Löwdin charges are: -0.0335 -0.3944 -0.0171 -0.2193 -0.0086 0.0697 0.0565 0.0810 0.1543 0.0746 0.1239 0.0463 0.0668


Referenced to the most stable arrangement, the calculated values in hartree are one 0.2165; two 0.0652; three 0.0000.


--- one ---
C5H5NS | wB97M-V/def2-TZVPD

Its HOMO-LUMO gap is 8.19 eV. As for the HOMO energy: -8.3 eV. The SMILES is C#C[C@H]1CN1C=S.

Atoms and positions in Å:
1 C 2.79 -0.36 -0.77
2 C 1.70 -0.53 -0.14
3 C 0.44 -0.12 0.59
4 C -0.18 1.20 0.02
5 N -0.78 -0.11 -0.17
6 C -1.91 -0.70 0.15
7 S -3.57 -0.16 -0.48
8 H 3.62 -0.63 -1.38
9 H 0.34 -0.30 1.64
10 H -0.82 1.81 0.60
11 H 0.19 1.57 -1.02
12 H -1.82 -1.67 0.98

In elementary charge units, the Löwdin charges are: 0.1210 -0.0384 -0.2333 -0.0008 -0.1811 -0.5750 0.3502 0.0192 0.1300 0.0985 0.1598 0.1498


--- two ---
C5H5NS | wB97M-V/def2-TZVPD

Its HOMO-LUMO gap is 8.43 eV. As for the HOMO energy: -9.4 eV. The SMILES is C=C[C@@H](C#N)C=S.

Atoms and positions in Å:
1 C -2.04 -0.31 -0.34
2 C -0.77 0.23 -0.46
3 C 0.48 -0.29 0.41
4 C 1.45 -0.96 -0.63
5 N 2.19 -1.41 -1.49
6 C 1.29 0.87 0.93
7 S 0.70 2.35 1.07
8 H -2.54 -0.98 0.34
9 H -2.66 0.27 -1.18
10 H -0.42 0.84 -1.23
11 H 0.12 -1.10 1.13
12 H 2.20 0.48 1.45

In elementary charge units, the Löwdin charges are: 0.0269 -0.1951 -0.3535 -0.1618 0.1234 -0.6653 0.7705 0.0479 0.0971 0.0683 0.1640 0.0774


Referenced to the most stable arrangement, the calculated values in hartree are one 0.0862; two 0.0000.


--- one ---
C5H15N3O | wB97M-V/def2-TZVPD

Its HOMO-LUMO gap is 9.42 eV. As for the HOMO energy: -8.5 eV. The SMILES is CCN(N)[C@H](O)N(C)C.

Atoms and positions in Å:
1 C 2.09 1.10 0.63
2 C 1.48 0.56 -0.65
3 N 0.78 -1.04 -0.37
4 N 1.66 -1.93 0.30
5 C -0.36 -0.72 0.44
6 O -1.24 -1.82 0.56
7 N -0.97 0.47 -0.17
8 C -1.91 1.13 0.71
9 C -1.55 0.21 -1.48
10 H 2.57 0.29 1.19
11 H 1.34 1.57 1.26
12 H 2.85 1.84 0.37
13 H 0.93 1.33 -1.19
14 H 2.22 0.17 -1.34
15 H 1.52 -2.85 -0.10
16 H 1.51 -2.02 1.31
17 H -0.09 -0.46 1.48
18 H -1.30 -2.22 -0.32
19 H -1.41 1.40 1.64
20 H -2.27 2.04 0.23
21 H -2.77 0.49 0.95
22 H -0.84 -0.37 -2.07
23 H -2.49 -0.34 -1.42
24 H -1.73 1.17 -1.97

In elementary charge units, the Löwdin charges are: -0.1172 -0.1230 -0.1227 0.0199 -0.4930 -0.0028 -0.2523 -0.0849 -0.0909 0.0603 0.0626 0.0748 0.0891 0.0833 0.0764 0.0809 0.1477 0.0894 0.0803 0.0838 0.0863 0.0810 0.0850 0.0860


--- two ---
C5H15N3O | wB97M-V/def2-TZVPD

Its HOMO-LUMO gap is 9.40 eV. As for the HOMO energy: -8.7 eV. The SMILES is C/N=C\N.CCN(C)O.

Atoms and positions in Å:
1 C -4.01 0.43 -0.38
2 N -3.11 -0.69 -0.30
3 C -1.91 -0.58 -0.68
4 N -1.29 0.50 -1.24
5 H -4.20 0.72 -1.42
6 H -4.96 0.12 0.07
7 H -3.64 1.30 0.17
8 H -1.29 -1.46 -0.60
9 H -0.28 0.52 -1.28
10 H -1.76 1.39 -1.21
11 C 1.89 -2.03 0.28
12 C 1.60 -0.71 0.99
13 N 2.26 0.40 0.31
14 C 2.07 1.66 1.00
15 O 1.70 0.54 -1.01
16 H 1.46 -2.03 -0.72
17 H 1.47 -2.85 0.85
18 H 2.97 -2.17 0.19
19 H 2.02 -0.73 2.00
20 H 0.52 -0.55 1.06
21 H 1.01 1.88 1.19
22 H 2.59 1.60 1.95
23 H 2.50 2.45 0.40
24 H 2.41 0.30 -1.62

In elementary charge units, the Löwdin charges are: -0.1734 -0.0542 -0.3487 0.1122 0.0737 0.0617 0.0694 0.1047 0.0425 0.0786 -0.0876 -0.2609 -0.2502 -0.0864 -0.0813 0.0614 0.0728 0.0743 0.1199 0.1061 0.0859 0.0867 0.0843 0.1084


Referenced to the most stable arrangement, the calculated values in hartree are one 0.0202; two 0.0000.


--- one ---
C4H7ClO2 | wB97M-V/def2-TZVPD

Its HOMO-LUMO gap is 7.48 eV. As for the HOMO energy: -7.2 eV.

Atoms and positions in Å:
1 C 0.11 1.93 -1.70
2 C -1.72 -0.83 0.68
3 C 1.97 -0.48 0.28
4 C -0.27 -1.03 0.93
5 O -0.84 2.57 -1.38
6 O 0.65 -0.43 0.22
7 Cl 0.06 -1.78 2.44
8 H 0.12 0.79 -1.89
9 H -2.22 -1.80 0.81
10 H -1.61 -0.62 -0.38
11 H -2.17 0.07 1.10
12 H 2.44 -0.96 1.07
13 H 2.34 0.21 -0.37
14 H 1.13 2.34 -1.81

In elementary charge units, the Löwdin charges are: -0.1778 -0.0969 -0.0200 -0.7615 0.0186 -0.1328 0.7039 0.0922 0.0859 0.0726 0.0884 0.0253 0.0221 0.0800


--- two ---
C4H7ClO2 | wB97M-V/def2-TZVPD

Its HOMO-LUMO gap is 9.60 eV. As for the HOMO energy: -9.2 eV. The SMILES is O[C@@H]1[C@H](O)[C@H]1CCl.

Atoms and positions in Å:
1 O -1.54 1.58 -0.06
2 C -0.46 1.00 -0.61
3 C -0.42 -0.58 -0.77
4 O -1.80 -1.06 -0.51
5 C 0.20 0.09 0.48
6 C 1.64 -0.20 0.72
7 Cl 2.65 0.26 -0.61
8 H -2.10 0.75 0.03
9 H 0.06 1.79 -1.25
10 H 0.12 -1.15 -1.64
11 H -1.73 -1.65 0.50
12 H -0.47 0.20 1.40
13 H 2.03 0.34 1.54
14 H 1.83 -1.37 0.79

In elementary charge units, the Löwdin charges are: -0.0297 -0.3171 -0.2238 -0.1558 -0.2771 -0.6075 0.6034 0.1054 0.1612 0.1721 0.2354 0.1663 0.0492 0.1180


Referenced to the most stable arrangement, the calculated values in hartree are one 0.0570; two 0.0000.